1.
Below is a gas-phase ion, C11H15N2 (charge +1) at a distorted geometry, with properties calculated with ωB97M-V/def2-TZVPD.

The calculation puts the orbital gap (alpha / beta) at 7.72 / 7.72 eV. The value obtained for the molar mass is 175.26 g/mol. The value obtained for the strongest force on any atom is 4.42 eV Å⁻¹. The calculation puts the electronic energy at -14619.3779 eV. The net charge is +1. Its energy above the lowest of the compared OMol25 structures with the same formula, charge and spin is 100.6 kcal/mol.

The geometry in XYZ format:
```
28
Properties=species:S:1:pos:R:3:nbo_charge:R:1
C -4.249 -0.052 0.485 -0.21
C -3.738 1.183 0.204 -0.18
C -3.527 -1.234 0.365 -0.17
C -2.382 1.238 -0.259 -0.19
C -2.208 -1.176 -0.092 -0.24
C -1.656 0.041 -0.401 0.08
C 0.418 -0.915 -1.239 0.05
C 1.723 -1.036 -0.795 -0.20
C 1.074 0.973 0.392 -0.02
C 2.785 -0.538 1.269 -0.41
C 3.273 0.832 -0.599 -0.45
N -0.329 0.170 -0.835 -0.36
N 2.198 0.077 0.014 -0.30
H -5.292 0.156 0.859 0.24
H -4.402 2.049 0.368 0.24
H -3.892 -2.276 0.497 0.24
H -1.978 2.141 -0.539 0.22
H -1.817 -2.118 -0.274 0.22
H -0.049 -1.658 -1.896 0.26
H 2.479 -1.711 -1.164 0.24
H 1.345 1.858 -0.186 0.23
H 0.790 0.920 1.436 0.24
H 3.359 0.269 1.768 0.23
H 1.979 -0.908 1.944 0.25
H 3.517 -1.377 0.852 0.24
H 3.490 1.799 0.073 0.25
H 4.197 0.064 -0.577 0.26
H 2.893 1.227 -1.671 0.27
```

***

2.
Below is 3 unconnected molecules or ions with the total composition C3H14NO2S at a distorted geometry, with properties calculated with ωB97M-V/def2-TZVPD.

The calculation puts the orbital gap (alpha / beta) at 3.43 / 9.91 eV. The value obtained for the molar mass is 128.22 g/mol. The value obtained for the strongest force on any atom is 3.78 eV Å⁻¹. Its expectation value of S² is 0.75. The multiplicity is 2. The calculation puts the electronic energy at -19753.2790 eV. Its energy above the lowest of the compared OMol25 structures with the same formula, charge and spin is 17.3 kcal/mol.

The geometry in XYZ format:
```
21
Properties=species:S:1:pos:R:3:nbo_charge:R:1
C 0.595 0.115 0.751 -0.32
C -0.322 1.339 0.627 -0.45
C -0.115 2.147 -0.737 -0.54
S -1.167 1.530 -2.173 -0.07
N 0.270 -1.078 -0.183 -0.97
H 1.706 0.462 0.720 0.24
H 0.623 -0.157 1.785 0.23
H -0.211 2.163 1.492 0.23
H -1.480 1.153 0.706 0.23
H 1.116 2.256 -0.918 0.22
H -0.152 3.176 -0.553 0.22
H -2.157 2.433 -2.078 0.13
H 0.958 -1.867 -0.329 0.31
H -0.515 -1.557 0.144 0.41
H 0.137 -0.721 -1.110 0.39
H 3.007 -2.544 -0.678 0.45
H 3.219 -1.381 -1.582 0.47
O 2.794 -1.659 -0.822 -1.08
H -2.583 -2.655 1.597 0.45
H -3.036 -1.384 2.124 0.46
O -2.687 -1.770 1.216 -0.98
```

***

3.
Below is 2 unconnected molecules or ions with the total composition C3H11NO2 at a distorted geometry, with properties calculated with ωB97M-V/def2-TZVPD.

The calculation puts the orbital gap at 9.99 eV. Its SMILES is CCNCO.O. The value obtained for the molar mass is 93.13 g/mol. The value obtained for the strongest force on any atom is 2.43 eV Å⁻¹. The calculation puts the electronic energy at -8873.8078 eV. Its energy above the lowest of the compared OMol25 structures with the same formula, charge and spin is 15.7 kcal/mol.

The geometry in XYZ format:
```
17
Properties=species:S:1:pos:R:3:nbo_charge:R:1
C -0.407 2.019 -0.796 -0.63
C 0.601 1.064 -0.156 -0.22
N 0.015 -0.166 0.396 -0.67
C -0.710 -1.090 -0.505 0.07
O -2.129 -0.863 -0.502 -0.73
H 0.163 2.723 -1.404 0.21
H -0.925 2.557 -0.001 0.20
H -1.143 1.492 -1.387 0.22
H 1.386 0.800 -0.873 0.18
H 1.189 1.462 0.673 0.20
H -0.597 0.060 1.156 0.35
H -0.577 -2.042 0.017 0.17
H -0.313 -1.005 -1.508 0.18
H -2.426 -1.202 0.333 0.46
O 1.909 -2.270 1.723 -0.94
H 2.422 -2.118 0.914 0.47
H 1.543 -1.420 1.920 0.48
```